(1)
Molecular formula: C23H41N4O6P2
Method: DFT, ωB97M-V with the def2-TZVPD basis set

Last column: Mulliken charge in e.
Atoms and positions in Å:
C -3.474 0.118 4.383  -0.82
C -2.274 0.156 5.461  -0.66
C -1.004 0.875 4.796  0.41
C -1.249 2.434 4.424  -0.84
C -0.962 2.747 2.853  -0.07
C 0.613 2.735 2.542  -1.01
N 0.951 2.578 1.082  0.21
C 1.177 1.399 0.498  -0.14
N 1.067 0.207 1.335  0.12
C 1.353 -1.027 0.535  0.12
C 2.248 -1.961 1.480  -0.94
O 2.397 -3.321 1.021  -0.38
C 1.141 -3.915 0.692  0.56
C -0.170 -3.779 1.507  -0.40
C -1.456 -4.479 0.944  -0.45
C -1.489 -5.322 -0.346  -0.51
C -0.158 -5.478 -1.158  -0.43
C 1.113 -4.767 -0.628  -0.25
C 1.981 -0.381 -0.793  0.16
N 1.581 -1.347 -1.859  -0.52
P 3.900 -0.398 -1.001  0.33
O 4.336 -1.649 -1.824  -0.66
N 1.551 1.044 -0.874  0.57
C 0.627 1.438 -1.983  1.37
C 1.570 1.877 -3.244  -0.97
C 1.465 0.872 -4.490  -0.45
C 0.235 1.179 -5.490  -0.77
C -1.140 0.575 -4.933  -0.46
O -1.000 -0.761 -4.346  -0.26
C -2.280 -1.048 -3.781  0.62
C -2.682 -0.774 -2.245  -0.40
O -3.162 -1.542 -4.529  -0.55
P 1.068 4.096 0.120  0.15
O 1.912 5.297 0.985  -0.43
O -0.576 4.649 0.054  -0.53
H -3.660 -0.961 4.060  0.28
H -4.413 0.530 4.915  0.25
H -3.260 0.796 3.483  0.20
H -1.963 -0.932 5.699  0.33
H -2.552 0.636 6.459  0.35
H -0.121 0.813 5.533  0.37
H -0.695 0.334 3.822  -0.56
H -2.321 2.745 4.724  0.38
H -0.563 3.061 5.113  0.33
H -1.319 3.833 2.691  0.34
H -1.516 1.994 2.194  0.17
H 1.022 3.765 2.872  0.47
H 1.187 1.974 3.198  0.34
H 0.221 0.133 1.922  -0.10
H 0.309 -1.379 0.218  0.53
H 3.303 -1.520 1.553  0.30
H 1.803 -1.875 2.543  0.25
H -0.163 -3.167 2.465  0.36
H -2.442 -4.389 1.531  0.33
H -2.408 -5.836 -0.779  0.36
H -0.101 -6.100 -2.111  0.35
H 2.070 -4.908 -1.249  0.43
H 1.856 -2.278 -1.494  0.14
H 0.543 -1.403 -1.934  0.10
H 4.344 0.739 -1.783  0.11
H 4.592 -0.419 0.253  0.08
H -0.053 0.603 -2.359  -0.81
H -0.030 2.341 -1.759  -0.17
H 1.379 2.953 -3.577  0.45
H 2.672 1.845 -2.896  0.26
H 1.477 -0.230 -4.192  0.12
H 2.426 1.036 -5.115  0.41
H 0.202 2.324 -5.616  0.28
H 0.508 0.713 -6.511  0.35
H -1.911 0.504 -5.774  0.43
H -1.491 1.286 -4.087  0.23
H -2.361 -1.657 -1.589  0.12
H -3.808 -0.609 -2.126  0.37
H -2.175 0.200 -1.902  0.04
H 1.274 6.062 1.031  0.35
H -1.072 4.116 -0.616  0.35

Cartesian forces (eV/Å) of the 3 atoms listed first:
-0.349 0.361 1.150
0.737 -0.648 -0.995
0.239 0.416 0.494

Computed properties:
* HOMO: -0.4078 hartree
* SMILES: CCCCCCN(C1=[N+](CCCCCOC(C)=O)[C@@](N)([PH2]=O)[C@@H](COc2ccccc2)N1)P(O)O
* net charge: +1
* LUMO energy: -3.55 eV
* max |F|: 5.445 eV Å⁻¹

***

(2)
Molecular formula: C23H42B2BaF4N6O4P
Method: DFT, ωB97M-V with the def2-TZVPD basis set

Last column: Mulliken charge in e.
Atoms and positions in Å:
Ba -0.231 0.939 0.818  1.23
C 4.460 -0.874 1.337  -2.05
C 3.162 -0.155 1.479  0.28
N 2.069 -0.458 0.894  1.08
O 2.119 -1.496 -0.036  -0.59
B 2.452 -1.025 -1.401  -0.20
F 2.590 -2.176 -2.179  -0.30
F 3.600 -0.238 -1.382  -0.35
O 1.336 -0.258 -2.085  0.43
N 1.123 1.013 -1.539  0.31
C 1.854 1.962 -1.988  0.30
C 2.818 1.867 -3.121  -1.81
C 1.775 3.261 -1.226  0.05
N 1.198 3.150 -0.093  0.45
O 1.224 4.230 0.725  -0.43
B 0.960 3.869 2.143  0.16
F 0.852 5.011 2.868  -0.33
F -0.301 3.116 2.198  -0.06
O 2.013 3.013 2.741  -0.47
N 2.064 1.802 2.134  0.74
C 3.118 1.102 2.312  -0.02
C 4.282 1.502 3.156  -1.83
C 2.469 4.488 -1.719  -1.63
H 4.321 -1.816 0.816  0.38
H 4.895 -1.047 2.321  0.55
H 5.160 -0.263 0.766  0.30
H 2.740 0.908 -3.621  0.20
H 3.838 1.979 -2.753  0.30
H 2.629 2.679 -3.825  0.56
H 4.082 2.453 3.637  0.45
H 5.185 1.591 2.551  0.33
H 4.479 0.746 3.918  0.36
H 2.180 4.714 -2.746  0.40
H 3.552 4.346 -1.709  0.31
H 2.224 5.330 -1.080  0.43
C -4.007 0.040 0.531  -1.07
N -3.116 0.963 1.225  0.91
C -3.399 2.339 0.805  -1.26
C -3.257 0.857 2.685  -0.84
C -2.665 -0.415 3.273  -1.18
N -1.203 -0.477 3.180  1.17
C -0.732 -1.844 3.384  -0.72
C -0.569 0.400 4.171  -1.17
H -5.063 0.234 0.769  0.30
H -3.777 -0.993 0.789  0.16
H -3.878 0.152 -0.548  0.26
H -4.422 2.646 1.061  0.38
H -3.287 2.426 -0.278  0.32
H -2.705 3.029 1.287  0.38
H -4.318 0.921 2.969  0.38
H -2.768 1.728 3.125  0.36
H -3.068 -1.289 2.757  0.37
H -2.989 -0.497 4.321  0.35
H -0.988 -2.221 4.384  0.37
H 0.352 -1.879 3.270  0.26
H -1.177 -2.504 2.639  -0.22
H -0.802 0.083 5.196  0.38
H -0.889 1.434 4.046  0.35
H 0.514 0.378 4.039  0.19
C -1.783 -3.995 0.348  -0.53
C -2.896 -3.638 -0.406  -0.88
C -2.725 -3.027 -1.635  -0.57
C -1.435 -2.785 -2.117  0.52
C -0.321 -3.134 -1.358  -0.29
C -0.504 -3.733 -0.118  -0.55
H -1.920 -4.491 1.301  0.54
H -3.893 -3.849 -0.041  0.44
H -3.598 -2.757 -2.219  0.28
H 0.682 -2.945 -1.713  0.18
H 0.364 -3.993 0.473  0.45
C -1.598 -0.248 -3.540  -0.61
P -1.249 -2.000 -3.713  1.70
C 0.366 -2.282 -4.410  -1.05
C -2.464 -2.687 -4.843  -1.32
H -1.804 0.214 -4.505  0.48
H -0.750 0.227 -3.047  -0.27
H -2.486 -0.153 -2.913  0.27
H 0.403 -1.812 -5.394  0.44
H 0.523 -3.355 -4.518  0.42
H 1.139 -1.860 -3.769  0.15
H -2.322 -2.232 -5.824  0.44
H -3.477 -2.475 -4.504  0.45
H -2.331 -3.765 -4.924  0.40

Cartesian forces (eV/Å) of the 3 atoms listed first:
-0.123 -0.129 -0.024
0.004 -0.025 0.001
0.024 0.160 0.128

Computed properties:
* HOMO: -0.3973 hartree
* net charge: +1
* LUMO energy: -2.43 eV
* max |F|: 0.236 eV Å⁻¹

***

(3)
Molecular formula: C23H42BaCl3N2O4Si
Method: DFT, ωB97M-V with the def2-TZVPD basis set

Last column: Mulliken charge in e.
Atoms and positions in Å:
C -1.795 1.129 -2.994  -1.40
C -1.058 2.404 -2.699  0.44
H -2.850 1.300 -3.225  0.36
H -1.761 0.415 -2.154  0.16
H -1.338 0.620 -3.853  0.31
C -1.569 3.647 -2.813  0.02
C -2.928 3.994 -3.306  -1.41
H -0.972 4.493 -2.473  0.41
H -3.543 3.114 -3.519  0.35
H -2.879 4.603 -4.215  0.29
H -3.447 4.605 -2.556  0.26
Ba 0.628 -0.432 -0.085  2.00
Cl 2.568 -0.910 -2.175  -0.79
Cl -1.895 -1.966 -0.280  -0.92
H 3.775 -3.583 3.865  0.33
H 3.494 -5.290 1.816  0.31
C 2.732 -3.325 3.689  -0.98
C 2.453 -4.941 1.761  -0.87
N 2.400 -3.592 2.301  0.31
H 2.567 -2.264 3.899  0.22
C 1.827 -2.608 1.603  0.17
O 1.603 -1.467 2.068  -0.79
H 2.116 -4.886 0.714  0.26
H 1.596 -2.863 0.543  0.17
H 2.116 -3.933 4.353  0.34
H 1.788 -5.591 2.354  0.29
H -2.838 1.700 -0.118  0.13
H -2.154 4.111 0.271  0.16
C -2.758 1.494 0.953  -0.66
C -2.208 3.876 1.342  -0.80
N -1.876 2.476 1.562  0.30
H -2.388 0.475 1.091  0.23
C -0.785 2.114 2.291  0.23
O -0.453 0.961 2.523  -0.61
H -1.478 4.479 1.889  0.29
H -0.195 3.014 2.600  0.20
H -3.761 1.573 1.387  0.35
H -3.217 4.084 1.718  0.31
O -0.170 1.933 -0.719  -0.98
C 0.282 2.208 -1.967  0.08
C 1.382 4.223 -0.842  0.12
C 1.301 3.386 -1.971  -0.38
H 0.785 3.972 0.033  0.15
C 2.225 5.342 -0.861  -0.62
H 0.818 1.324 -2.420  0.47
C 2.160 3.624 -3.051  -0.34
H 2.252 5.996 0.006  0.38
C 3.016 5.617 -1.977  -0.36
C 2.990 4.744 -3.063  -0.56
H 2.160 2.914 -3.881  0.41
H 3.662 6.495 -1.996  0.35
H 3.620 4.935 -3.931  0.37
Si -4.092 -5.416 -0.333  0.55
Cl -5.375 -4.378 -1.577  -0.35
C -4.418 -4.762 1.396  -0.86
C -2.364 -5.114 -0.969  -0.41
C -4.486 -7.245 -0.479  -0.94
H -4.231 -3.681 1.424  0.22
H -3.760 -5.243 2.129  0.30
H -5.458 -4.947 1.690  0.27
H -5.522 -7.449 -0.184  0.26
H -3.816 -7.832 0.162  0.31
H -4.347 -7.574 -1.516  0.24
H -2.214 -4.020 -0.941  -0.20
H -2.222 -5.447 -2.002  0.28
H -1.592 -5.561 -0.333  0.23
C 4.354 1.884 2.586  -1.22
C 4.048 0.913 1.478  0.76
C 5.123 -0.095 1.180  -1.04
O 2.985 0.953 0.866  -0.27
H 5.396 1.818 2.888  0.42
H 3.731 1.639 3.451  0.27
H 4.119 2.897 2.278  0.29
H 4.804 -1.074 1.538  0.13
H 5.284 -0.179 0.105  0.29
H 6.054 0.168 1.676  0.41

Cartesian forces (eV/Å) of the 3 atoms listed first:
0.053 -0.167 -0.198
0.368 1.372 -0.194
0.144 -0.079 -0.004

Computed properties:
* HOMO: -0.1628 hartree
* net charge: -1
* LUMO energy: 1.99 eV
* max |F|: 2.203 eV Å⁻¹